Density functional theory data (ωB97M-V/def2-TZVPD) for a single C11H14N2O2 molecule at a distorted geometry.

```
29
Properties=species:S:1:pos:R:3
C -0.22076 2.81735 -1.48687
N 0.08185 2.04777 -0.56894
C -0.77591 1.22128 0.14268
C -1.86742 1.81844 0.75675
C -2.65401 1.16312 1.65513
C -2.48962 -0.18070 1.73382
C -1.45880 -0.83478 1.09308
C -0.49398 -0.11956 0.38155
C 0.73568 -0.82840 -0.23421
C 0.67714 -1.02441 -1.75195
C 1.20305 -2.20665 0.29969
C 1.90835 0.13369 -0.01502
N 2.32221 0.50392 1.17141
O 1.76505 0.22073 2.26877
O 3.37718 1.42342 1.22329
H 0.70188 3.32428 -1.93038
H -1.23401 2.87513 -1.78053
H -2.13360 2.84519 0.57840
H -3.39742 1.66402 2.08766
H -3.09774 -0.92501 2.31218
H -1.46440 -1.90327 1.10296
H 1.52624 -1.43371 -2.06520
H 0.53040 -0.03271 -2.18104
H 0.00052 -1.62180 -2.14818
H 1.06572 -2.32606 1.34053
H 2.21222 -2.39601 0.04853
H 0.57274 -2.97925 -0.23617
H 2.41248 0.42069 -0.91351
H 3.77064 1.47364 2.10493
```

Kohn-Sham gap (hartree): 0.328
E (eV): -18703.81458
SMILES: C=Nc1ccccc1C(C)(C)/C=[N+](\[O-])O
Energy relative to the best compared isomer or geometry (same formula, charge and spin) (kcal/mol): 107.8
Charge: 0